# 1
22
Properties=species:S:1:pos:R:3 method="wB97M-V/def2-TZVPD" relative_energy_ev=2.254 homo_ev=-8.5
C 0.77 0.69 1.81
C 1.99 0.15 2.60
C 0.86 0.05 0.36
N -0.50 -0.02 -0.26
C -0.52 -1.12 -1.26
C -1.73 -1.09 -2.21
C -0.91 1.29 -0.90
H 1.00 1.86 1.76
H -0.21 0.50 2.27
H 2.88 0.25 1.95
H 1.69 -0.99 2.80
H 2.18 0.58 3.56
H 1.35 -0.99 0.47
H 1.53 0.67 -0.19
H 0.44 -1.10 -2.02
H -0.52 -2.08 -0.65
H -2.64 -0.57 -1.86
H -2.14 -2.08 -2.39
H -1.59 -0.56 -3.25
H -0.60 2.25 -0.27
H -0.58 1.28 -1.94
H -1.97 1.32 -0.85

---

# 2
120
Properties=species:S:1:pos:R:3 method="wB97M-V/def2-TZVPD" relative_energy_ev=0.663 total_charge=+1 homo_ev=-11.2
O 4.34 -0.79 2.33
S 2.94 -0.57 2.12
O 2.67 -0.43 0.72
O 2.17 -1.84 2.72
C 2.52 0.90 3.07
C 1.59 1.88 2.31
C 0.17 1.94 2.99
C -0.43 0.53 2.87
C -0.99 0.13 1.68
C -1.47 -1.19 1.60
C -1.36 -2.03 2.72
C -0.78 -1.55 3.87
N -0.32 -0.28 3.95
H 2.33 -2.58 2.10
H 3.47 1.42 3.26
H 2.13 0.61 4.05
H 2.02 2.88 2.20
H 1.39 1.45 1.31
H 0.22 2.25 4.04
H -0.49 2.63 2.44
H -1.00 0.83 0.85
H -1.88 -1.51 0.65
H -1.69 -3.06 2.68
H -0.62 -2.17 4.78
H 0.14 0.09 4.76
C -3.93 -1.07 -2.23
Br -3.58 0.33 -0.95
Br -2.56 -2.43 -2.23
Br -5.69 -1.83 -2.00
H -3.91 -0.61 -3.21
C 0.05 0.76 -3.79
Br -1.52 0.86 -4.91
Br -0.16 1.79 -2.17
Br 0.55 -1.06 -3.42
H 0.86 1.21 -4.34
C 4.06 2.37 -5.05
Br 2.51 2.38 -6.21
Br 3.76 3.37 -3.43
Br 4.65 0.58 -4.68
H 4.86 2.86 -5.59
C 7.39 -1.04 3.84
Br 8.89 -1.84 2.93
Br 6.65 -2.21 5.18
Br 7.83 0.70 4.56
H 6.61 -0.89 3.10
C -8.40 0.68 -4.39
Br -6.54 1.02 -4.74
Br -9.39 2.31 -4.07
Br -9.20 -0.37 -5.78
H -8.45 0.09 -3.48
C 9.99 1.74 1.34
Br 8.35 2.73 1.12
Br 10.30 0.54 -0.13
Br 11.49 2.90 1.64
H 9.87 1.13 2.23
C -4.36 0.12 5.18
Br -5.18 1.83 5.52
Br -5.64 -1.19 4.59
Br -2.89 0.28 3.93
H -3.95 -0.23 6.12
C -10.38 1.85 -0.29
Br -10.04 3.24 1.01
Br -8.98 0.51 -0.26
Br -12.12 1.07 -0.07
H -10.36 2.32 -1.26
C -8.59 3.74 5.93
Br -7.62 5.40 6.08
Br -10.00 3.61 7.24
Br -9.23 3.45 4.14
H -7.89 2.95 6.14
C 9.92 -5.87 4.36
Br 8.28 -5.82 3.35
Br 9.77 -4.89 6.02
Br 10.52 -7.68 4.65
H 10.67 -5.38 3.76
C -10.91 1.27 -8.80
Br -10.53 -0.18 -10.02
Br -10.08 2.91 -9.36
Br -12.81 1.48 -8.52
H -10.48 1.00 -7.84
C 13.71 -7.68 1.65
Br 12.86 -6.00 2.05
Br 12.44 -9.00 1.07
Br 15.15 -7.46 0.38
H 14.15 -8.04 2.57
C -0.93 -5.14 6.94
Br -0.07 -3.63 6.09
Br 0.10 -5.81 8.42
Br -2.74 -4.73 7.45
H -0.98 -5.93 6.20
C 2.82 7.71 -4.39
Br 1.54 7.53 -2.95
Br 4.63 7.77 -3.73
Br 2.60 6.34 -5.72
H 2.62 8.66 -4.87
C 1.84 -4.40 -0.58
Br 3.46 -3.91 0.34
Br 0.32 -3.39 0.05
Br 2.04 -4.24 -2.48
H 1.65 -5.44 -0.36
C 10.81 3.12 -3.85
Br 11.22 4.48 -2.55
Br 12.21 1.80 -3.98
Br 9.10 2.31 -3.51
H 10.74 3.61 -4.81
C -7.98 -3.78 -8.16
Br -7.08 -2.26 -8.93
Br -7.06 -4.45 -6.60
Br -9.83 -3.38 -7.77
H -7.98 -4.57 -8.90
C 1.89 -3.32 -6.42
Br 0.32 -2.27 -6.79
Br 2.27 -4.56 -7.85
Br 3.40 -2.20 -6.00
H 1.68 -3.91 -5.54
C -10.01 8.67 5.37
Br -9.04 10.33 5.50
Br -11.41 8.55 6.69
Br -10.68 8.37 3.59
H -9.31 7.88 5.58

---

# 3
97
Properties=species:S:1:pos:R:3 method="wB97M-V/def2-TZVPD" relative_energy_ev=0.000 homo_ev=-8.7
C -4.88 -3.08 2.05
C -4.34 -3.50 3.45
C -3.74 -2.40 4.37
O -2.90 -1.61 3.59
C -2.75 -0.27 4.07
N -5.30 -4.27 4.24
H -5.51 -2.19 2.03
H -5.45 -3.82 1.49
H -4.07 -2.90 1.34
H -3.58 -4.17 3.05
H -3.18 -2.88 5.17
H -4.52 -1.82 4.87
H -2.33 0.41 3.34
H -2.01 -0.19 4.87
H -3.65 0.32 4.24
H -4.87 -4.87 4.92
H -5.72 -4.93 3.61
C 5.18 -0.68 -0.09
C 6.50 -0.96 -0.90
C 6.87 0.28 -1.80
O 5.64 0.49 -2.60
C 5.66 -0.02 -3.96
N 7.51 -1.33 0.05
H 4.36 -0.62 -0.81
H 5.24 0.15 0.61
H 4.90 -1.49 0.58
H 6.27 -1.82 -1.53
H 7.68 0.03 -2.48
H 7.18 1.15 -1.24
H 6.36 0.55 -4.58
H 4.68 0.13 -4.41
H 5.78 -1.08 -4.19
H 7.11 -2.09 0.58
H 8.27 -1.72 -0.49
C -0.11 1.86 -6.21
C -1.46 1.36 -5.65
C -1.36 0.18 -4.70
O -1.19 -1.05 -5.38
C -2.35 -1.41 -6.26
N -2.11 2.52 -5.07
H 0.38 2.15 -5.28
H -0.31 2.75 -6.80
H 0.48 1.21 -6.85
H -2.17 1.12 -6.44
H -2.29 0.14 -4.13
H -0.55 0.33 -3.99
H -2.08 -1.17 -7.29
H -3.24 -0.81 -6.12
H -2.45 -2.49 -6.26
H -2.45 3.11 -5.81
H -1.53 2.96 -4.36
C -1.07 4.89 4.63
C -0.49 4.29 5.90
C 0.06 2.85 5.67
O 1.22 3.00 4.84
C 1.34 2.00 3.90
N 0.55 5.12 6.56
H -1.85 4.27 4.19
H -0.26 4.92 3.90
H -1.41 5.91 4.79
H -1.23 4.28 6.69
H -0.73 2.21 5.29
H 0.36 2.33 6.58
H 0.90 1.05 4.21
H 2.41 1.89 3.69
H 0.87 2.24 2.94
H 1.42 5.01 6.06
H 0.72 4.70 7.46
C -0.81 0.27 1.02
C 0.26 0.15 -0.12
C 1.07 1.44 -0.51
O 0.15 2.40 -0.97
C 0.57 3.68 -1.42
N 1.14 -0.97 0.16
H -1.52 1.05 0.73
H -0.33 0.74 1.88
H -1.21 -0.70 1.33
H -0.19 -0.14 -1.07
H 1.84 1.05 -1.17
H 1.55 1.91 0.35
H -0.22 4.19 -1.96
H 1.21 3.79 -2.29
H 1.00 4.23 -0.58
H 0.47 -1.72 0.06
H 1.87 -1.11 -0.52
C -2.33 -2.53 -2.13
C -1.55 -3.38 -1.11
C -1.85 -4.86 -1.28
O -0.20 -3.16 -1.31
H -2.37 -1.47 -1.88
H -3.33 -2.95 -2.18
H -1.72 -2.59 -3.03
H -1.99 -3.03 -0.18
H -2.92 -5.01 -1.08
H -1.51 -5.47 -0.44
H -1.58 -5.31 -2.23
H 0.07 -3.03 -2.22